DFT (ωB97M-V with the def2-TZVPD basis set) results for a structure of composition BrNa.

The calculation puts the molar mass at 102.9 u. The calculation puts the HOMO-LUMO gap at 7.15 eV.

The geometry in XYZ format:
```
2
Properties=species:S:1:pos:R:3:lowdin_charge:R:1
Na 0.3181 1.2413 -0.3039 0.44
Br -0.3181 -1.2413 0.3039 -0.44
```